(1)
90
Properties=species:S:1:pos:R:3 method="wB97M-V/def2-TZVPD" homo_energy_ev="0.6 / -1.9" e_lumo_ev="4.26 / 4.26" total_charge=-2 spin_multiplicity=5
Cr -0.450 0.691 1.520
C -3.540 0.680 2.418
C -2.480 -0.323 2.037
N -1.487 -0.433 2.897
N -0.919 -1.641 3.131
C 0.353 -1.640 3.372
S 1.404 -0.301 3.244
S 1.012 -3.248 3.779
C 0.181 -4.230 2.438
C 1.163 -4.620 1.389
C 1.825 -5.847 1.433
C 2.761 -6.184 0.468
C 3.051 -5.298 -0.561
C 2.404 -4.067 -0.605
C 1.474 -3.727 0.362
C -2.676 -1.352 1.013
C -3.901 -1.890 0.640
C -3.988 -2.887 -0.321
C -2.818 -3.362 -0.910
C -1.586 -2.828 -0.583
C -1.471 -1.776 0.353
O -0.345 -1.186 0.578
H -3.499 0.840 3.492
H -3.369 1.641 1.936
H -4.527 0.318 2.132
H -0.289 -5.086 2.919
H -0.581 -3.554 2.062
H 1.597 -6.536 2.239
H 3.271 -7.140 0.520
H 3.776 -5.564 -1.321
H 2.634 -3.366 -1.399
H 0.978 -2.760 0.341
H -4.807 -1.547 1.129
H -4.952 -3.295 -0.602
H -2.875 -4.154 -1.650
H -0.683 -3.191 -1.061
C 2.840 3.129 0.214
C 1.670 2.719 1.081
O 1.117 1.580 0.761
C 1.273 3.541 2.161
C 2.092 4.604 2.631
C 1.696 5.437 3.663
C 0.461 5.246 4.273
C -0.359 4.194 3.861
C 0.006 3.321 2.827
O -0.825 2.383 2.455
H 2.730 2.651 -0.761
H 3.792 2.807 0.656
H 2.871 4.211 0.074
H 3.074 4.747 2.196
H 2.358 6.231 3.995
H 0.139 5.911 5.068
H -1.314 4.015 4.343
C -2.611 3.464 -2.255
Ge -2.854 2.613 -0.455
C -3.021 4.151 0.789
C -4.677 1.803 -0.631
C -1.423 1.320 -0.255
H -3.451 4.113 -2.518
H -2.530 2.685 -3.017
H -1.695 4.057 -2.281
H -3.639 4.933 0.341
H -2.035 4.561 1.010
H -3.469 3.855 1.738
H -5.335 2.465 -1.201
H -5.140 1.614 0.337
H -4.599 0.851 -1.161
H -0.603 1.736 -0.840
H -1.754 0.432 -0.801
C -0.013 -0.580 -4.222
N 1.422 -0.747 -4.045
C 1.873 -2.046 -4.515
C 1.897 -0.340 -2.773
N 1.089 0.109 -1.920
N 3.296 -0.503 -2.631
C 4.115 0.184 -3.610
C 3.802 -0.364 -1.276
H -0.249 -0.728 -5.279
H -0.302 0.419 -3.909
H -0.587 -1.291 -3.614
H 1.280 -2.863 -4.078
H 2.914 -2.204 -4.247
H 1.771 -2.097 -5.603
H 1.442 0.458 -1.030
H 3.676 0.084 -4.600
H 5.120 -0.250 -3.618
H 4.213 1.256 -3.381
H 3.977 0.683 -1.000
H 4.748 -0.904 -1.198
H 3.091 -0.794 -0.572

---

(2)
109
Properties=species:S:1:pos:R:3 method="wB97M-V/def2-TZVPD" homo_energy_ev=-12.0 e_lumo_ev=-3.91 total_charge=+1
C 8.152 0.245 -2.599
O 7.420 0.413 -3.836
C 6.044 -0.003 -3.704
C 5.169 0.960 -4.658
C 3.617 0.568 -4.658
C 2.633 1.643 -5.333
C 3.341 2.777 -6.198
N 3.656 4.038 -5.448
C 3.456 3.928 -4.010
N 4.229 4.725 -3.241
F 4.111 4.748 -1.901
N 2.484 3.096 -3.315
C 1.639 2.377 -4.317
C 0.527 1.423 -3.701
C -0.157 1.831 -2.389
C -1.295 1.044 -1.668
C -1.656 -0.275 -2.449
C -0.838 -0.541 -3.724
N 0.174 0.217 -4.355
H 9.234 0.641 -2.669
H 8.181 -0.887 -2.362
H 7.655 0.815 -1.731
H 5.653 0.181 -2.632
H 5.889 -1.118 -3.970
H 5.400 2.046 -4.394
H 5.553 0.784 -5.735
H 3.517 -0.421 -5.237
H 3.225 0.346 -3.599
H 1.961 1.049 -6.063
H 4.272 2.420 -6.778
H 2.586 3.074 -7.025
H 3.205 4.870 -5.851
H 4.915 5.339 -3.711
H 2.986 2.432 -2.700
H 1.098 3.200 -4.925
H 0.203 2.805 -1.894
H -1.802 1.370 -0.708
H -2.480 -0.982 -2.076
H -1.097 -1.532 -4.255
C 1.027 2.861 4.683
C -0.388 2.773 4.145
O -0.436 1.955 2.963
C -0.443 0.622 3.168
O -0.409 0.102 4.253
C -0.540 -0.121 1.840
F 0.311 0.367 0.910
F -1.779 -0.034 1.303
F -0.267 -1.432 1.951
H 1.711 3.213 3.906
H 1.074 3.543 5.534
H 1.389 1.881 5.005
H -0.730 3.768 3.852
H -1.086 2.402 4.900
C -4.707 -0.803 7.293
C -5.505 0.399 7.760
O -4.674 1.570 7.816
C -4.447 2.188 6.641
O -4.889 1.818 5.583
C -3.591 3.433 6.848
F -2.530 3.202 7.651
F -4.288 4.434 7.423
F -3.096 3.922 5.696
H -3.826 -0.948 7.924
H -5.316 -1.704 7.323
H -4.346 -0.663 6.271
H -5.871 0.224 8.774
H -6.380 0.575 7.128
C -1.290 3.379 -6.688
C -1.146 2.613 -7.988
O -1.924 3.222 -9.027
C -1.374 4.304 -9.615
O -0.302 4.766 -9.314
C -2.278 4.827 -10.727
F -3.569 4.908 -10.344
F -2.251 4.024 -11.811
F -1.927 6.053 -11.149
H -2.344 3.476 -6.414
H -0.759 2.872 -5.880
H -0.892 4.393 -6.780
H -1.531 1.599 -7.860
H -0.099 2.523 -8.292
C -4.044 -4.182 2.348
C -3.769 -5.385 3.229
O -3.278 -4.974 4.515
C -4.211 -4.555 5.397
O -5.390 -4.507 5.162
C -3.565 -4.192 6.729
F -2.460 -3.431 6.578
F -3.178 -5.287 7.416
F -4.390 -3.504 7.539
H -3.154 -3.552 2.271
H -4.343 -4.497 1.346
H -4.839 -3.560 2.765
H -2.987 -5.999 2.776
H -4.653 -6.018 3.337
C 0.036 -5.677 5.989
C 0.062 -5.486 4.485
O 1.373 -5.749 3.961
C 1.691 -7.049 3.790
O 0.956 -7.966 4.051
C 3.086 -7.183 3.189
F 3.990 -6.390 3.803
F 3.104 -6.839 1.883
F 3.567 -8.435 3.262
H 0.805 -5.064 6.466
H -0.938 -5.404 6.395
H 0.243 -6.715 6.258
H -0.170 -4.445 4.245
H -0.687 -6.106 3.985

---

Calculated values (hartree) of E for the records, taken in order: -5701.76156 -3928.55431.